Model P:
Density functional theory data (wB97M-V/def2-TZVPD) for C4H9NO3S as an isolated structure.

Computed properties:
E_HOMO	-9.6	eV
spin multiplicity	1
lowest unoccupied orbital energy	0.454	eV

Atoms and positions in Å:
C: 0.00 0.00 0.79
C: 3.03 0.98 -0.82
C: -2.82 -1.69 -0.37
C: 1.49 0.38 0.90
N: -0.69 0.32 -0.35
O: -0.53 -0.41 1.75
O: -2.86 0.83 -1.23
O: 2.03 0.17 -0.38
S: -2.19 0.09 -0.21
H: 4.15 0.47 -0.64
H: 3.18 1.97 -0.36
H: 3.05 1.18 -1.91
H: -3.79 -1.66 0.11
H: -2.88 -1.75 -1.48
H: -2.16 -2.47 -0.02
H: 2.01 -0.31 1.60
H: 1.55 1.39 1.44
H: -2.57 0.50 1.18

=====

Model Q:
Density functional theory data (wB97M-V/def2-TZVPD) for a 2-piece molecular cluster, C4H9NO3S overall.

Computed properties:
E_HOMO	-7.9	eV
spin multiplicity	1
lowest unoccupied orbital energy	0.415	eV
SMILES string	NC=C(O)O.CC(O)=S

Atoms and positions in Å:
C: 0.14 1.69 0.24
C: 0.43 -1.05 1.48
C: 0.29 1.20 -0.98
C: 0.95 -1.01 0.03
N: -0.64 0.53 -1.83
O: -1.02 1.65 0.88
O: 1.20 2.07 1.07
O: 0.06 -1.63 -0.80
S: 2.45 -0.69 -0.40
H: 0.52 -0.10 2.12
H: 0.68 -2.01 1.84
H: -0.68 -0.99 1.42
H: 1.26 1.37 -1.44
H: -1.42 0.12 -1.26
H: -1.01 1.14 -2.54
H: -0.93 1.82 1.82
H: 0.30 -1.82 -1.72
H: 1.75 1.31 1.20

=====

Which one is most stable, and which one is least stable? model Q is the most stable of them, while model P is the least stable.

=====

Model P:
Density functional theory data (wB97M-V/def2-TZVPD) for a 3-piece molecular cluster, C12H22ClN4 overall.

Computed properties:
E_HOMO	-6.8	eV
spin multiplicity	1
net charge	+1
lowest unoccupied orbital energy	-2.905	eV

Atoms and positions in Å:
C: -4.75 13.03 5.45
C: -3.48 13.96 5.06
N: -2.37 12.99 4.60
C: -2.48 11.90 3.76
C: -1.25 11.30 3.83
N: -0.35 12.11 4.46
C: -1.14 13.07 5.12
C: 0.93 11.67 5.01
H: -4.44 12.40 6.29
H: -5.14 12.36 4.68
H: -5.53 13.68 5.83
H: -3.11 14.48 5.94
H: -3.77 14.66 4.27
H: -3.42 11.47 3.45
H: -0.94 10.39 3.34
H: -0.72 13.85 5.73
H: 1.70 12.37 4.68
H: 1.17 10.62 4.85
H: 0.91 11.69 6.10
C: 7.69 5.74 3.41
C: 8.63 6.74 2.66
N: 9.94 6.10 2.43
C: 11.07 6.27 3.22
C: 12.18 5.72 2.57
N: 11.72 5.28 1.34
C: 10.39 5.61 1.21
C: 12.47 4.31 0.46
H: 6.79 6.27 3.72
H: 8.17 5.28 4.28
H: 7.36 4.92 2.76
H: 8.82 7.64 3.26
H: 8.30 7.13 1.70
H: 10.86 6.73 4.18
H: 13.19 5.50 2.87
H: 9.79 5.43 0.32
H: 13.43 4.02 0.87
H: 12.50 4.66 -0.57
H: 11.93 3.38 0.26
Cl: 7.41 12.53 5.11

=====

Model Q:
Density functional theory data (wB97M-V/def2-TZVPD) for a 3-piece molecular cluster, C12H22ClN4 overall.

Computed properties:
E_HOMO	-9.4	eV
spin multiplicity	1
net charge	+1
lowest unoccupied orbital energy	-2.116	eV

Atoms and positions in Å:
C: -4.51 -9.84 -10.00
C: -4.30 -10.82 -11.17
N: -2.96 -11.44 -11.28
C: -2.89 -12.69 -11.91
C: -1.53 -13.06 -11.80
N: -0.84 -12.12 -11.16
C: -1.72 -11.12 -10.75
C: 0.56 -12.16 -10.85
H: -4.13 -8.82 -9.99
H: -4.45 -10.24 -8.99
H: -5.57 -9.56 -10.04
H: -4.52 -10.34 -12.12
H: -5.04 -11.62 -11.13
H: -3.72 -13.18 -12.40
H: -0.96 -13.87 -12.23
H: -1.45 -10.25 -10.18
H: 1.06 -11.48 -11.53
H: 0.99 -13.16 -10.98
H: 0.90 -11.83 -9.87
C: 5.83 -18.73 -18.78
C: 4.32 -19.11 -18.62
N: 3.53 -18.08 -18.03
C: 3.35 -17.94 -16.69
C: 2.35 -17.04 -16.58
N: 2.08 -16.44 -17.80
C: 2.86 -17.15 -18.70
C: 1.13 -15.37 -18.04
H: 6.40 -19.41 -19.41
H: 6.16 -18.67 -17.74
H: 5.94 -17.68 -19.05
H: 4.34 -20.05 -18.07
H: 3.79 -19.36 -19.54
H: 3.75 -18.53 -15.88
H: 1.89 -16.73 -15.65
H: 2.72 -17.06 -19.77
H: 1.58 -14.41 -18.29
H: 0.46 -15.33 -17.18
H: 0.55 -15.62 -18.93
Cl: -0.69 -15.40 -14.57

=====

Model R:
Density functional theory data (wB97M-V/def2-TZVPD) for a 3-piece molecular cluster, C12H22ClN4 overall.

Computed properties:
E_HOMO	-8.9	eV
spin multiplicity	1
net charge	+1
lowest unoccupied orbital energy	-2.554	eV

Atoms and positions in Å:
C: 10.86 -5.80 -5.00
C: 10.77 -5.56 -6.60
N: 9.32 -5.10 -6.88
C: 8.58 -4.17 -6.18
C: 7.33 -4.27 -6.73
N: 7.35 -5.02 -7.88
C: 8.58 -5.71 -7.81
C: 6.18 -5.62 -8.51
H: 10.17 -6.60 -4.75
H: 10.62 -4.95 -4.36
H: 11.86 -6.17 -4.78
H: 10.91 -6.51 -7.13
H: 11.50 -4.82 -6.91
H: 8.86 -3.77 -5.22
H: 6.44 -3.73 -6.43
H: 8.90 -6.40 -8.58
H: 6.22 -5.39 -9.58
H: 5.23 -5.39 -8.03
H: 6.19 -6.71 -8.39
C: 1.43 -4.75 -8.40
C: 1.61 -4.15 -9.84
N: 0.28 -3.96 -10.45
C: -0.33 -4.83 -11.34
C: -1.46 -4.21 -11.90
N: -1.47 -2.92 -11.39
C: -0.36 -2.73 -10.60
C: -2.68 -2.02 -11.43
H: 2.41 -5.05 -8.02
H: 0.76 -5.61 -8.39
H: 1.03 -4.03 -7.69
H: 2.16 -4.83 -10.49
H: 2.14 -3.20 -9.93
H: 0.13 -5.81 -11.38
H: -2.29 -4.56 -12.50
H: -0.10 -1.80 -10.13
H: -3.53 -2.46 -11.94
H: -2.41 -1.02 -11.79
H: -3.04 -1.71 -10.45
Cl: 4.56 -5.94 -11.75

=====

Which one is most stable, and which one is least stable? model Q is the most stable of them, while model P is the least stable.

=====

Model P:
Density functional theory data (wB97M-V/def2-TZVPD) for one molecule with the formula C2H3N2O2P.

Computed properties:
E_HOMO	-9.8	eV
spin multiplicity	1
lowest unoccupied orbital energy	0.383	eV
SMILES string	O=C=NC(=O)NP

Atoms and positions in Å:
C: -2.13 -0.27 -0.21
C: -3.95 1.22 -0.30
N: -2.76 0.95 -0.23
N: -0.82 -0.62 0.05
O: -2.89 -1.23 -0.46
O: -4.97 1.72 -0.31
P: 0.94 -0.20 0.09
H: 0.95 -1.02 1.29
H: -0.91 -1.64 0.29
H: 1.42 -1.19 -0.66

=====

Model Q:
Density functional theory data (wB97M-V/def2-TZVPD) for one molecule with the formula C2H3N2O2P.

Computed properties:
E_HOMO (alpha / beta)	-10.6 / -9.1	eV
spin multiplicity	1
lowest unoccupied orbital energy (alpha / beta)	-1.742 / -2.425	eV

Atoms and positions in Å:
C: -4.02 0.92 0.50
C: 0.08 -0.29 -0.21
N: -5.09 1.32 0.32
N: -2.77 0.52 0.33
O: -2.42 -0.74 0.80
O: -0.77 -2.78 0.99
P: -0.87 -1.32 1.00
H: 1.19 -0.69 -0.27
H: -0.46 -0.58 -1.20
H: -0.02 0.78 -0.13

=====

Which one is most stable, and which one is least stable? model P is the most stable of them, while model Q is the least stable.

=====

Model P:
Density functional theory data (wB97M-V/def2-TZVPD) for one molecule with the formula C6H6ClN.

Computed properties:
E_HOMO	-9.2	eV
spin multiplicity	1
lowest unoccupied orbital energy	0.734	eV
SMILES string	Cc1ccc(Cl)nc1

Atoms and positions in Å:
C: 1.84 -0.21 1.18
C: 0.63 -0.01 0.25
C: -0.33 -1.04 -0.04
C: -1.52 -0.72 -0.75
C: -1.81 0.59 -1.03
C: 0.36 1.18 -0.45
H: 2.42 0.80 1.14
H: 1.39 -0.41 2.23
H: 2.50 -1.01 0.89
H: -0.30 -2.02 0.67
H: -2.19 -1.57 -1.17
H: 1.01 1.93 -0.15
N: -0.79 1.44 -0.89
Cl: -3.20 1.06 -1.90

=====

Model Q:
Density functional theory data (wB97M-V/def2-TZVPD) for a 2-piece molecular cluster, C6H6ClN overall.

Computed properties:
E_HOMO	-9.6	eV
spin multiplicity	1
lowest unoccupied orbital energy	-0.320	eV

Atoms and positions in Å:
C: 2.56 -0.55 0.11
C: 1.55 -0.48 -1.01
C: 0.31 -0.05 -0.93
C: -0.43 0.38 0.32
C: -0.43 -0.55 1.29
C: -1.15 -0.39 2.45
H: 3.53 -1.70 0.07
H: 3.32 0.32 0.08
H: 1.92 -0.65 1.18
H: 2.24 -0.34 -1.83
H: -0.83 1.38 0.24
H: 0.06 -1.57 1.01
N: -1.94 -0.06 3.22
Cl: -0.65 0.76 -2.15

=====

Which one is most stable, and which one is least stable? model P is the most stable of them, while model Q is the least stable.

=====

Model P:
Density functional theory data (wB97M-V/def2-TZVPD) for an isolated ion of composition C6H10 and charge +1.

Computed properties:
E_HOMO (alpha / beta)	-14.7 / -15.4	eV
spin multiplicity	2
net charge	+1
lowest unoccupied orbital energy (alpha / beta)	-5.030 / -7.821	eV

Atoms and positions in Å:
C: -0.38 -1.09 1.21
C: -0.10 -0.19 -0.11
C: 0.75 0.88 -0.09
C: 1.32 1.21 1.16
C: -1.06 -0.06 -2.40
C: -0.73 -0.87 -1.31
H: -1.23 -0.70 1.98
H: 0.47 -0.97 1.82
H: -0.66 -2.09 0.79
H: 0.81 1.34 -1.06
H: 2.26 0.68 1.16
H: 0.68 0.94 2.01
H: 1.70 2.21 1.18
H: -1.69 -0.40 -3.30
H: -0.95 0.90 -2.06
H: -1.19 -1.80 -0.97

=====

Model Q:
Density functional theory data (wB97M-V/def2-TZVPD) for an isolated ion of composition C6H10 and charge +1.

Computed properties:
E_HOMO (alpha / beta)	-14.0 / -15.5	eV
spin multiplicity	2
net charge	+1
lowest unoccupied orbital energy (alpha / beta)	-6.293 / -6.284	eV

Atoms and positions in Å:
C: -0.23 1.89 0.37
C: -0.04 0.43 0.01
C: -0.57 -0.54 0.86
C: -1.03 -1.85 0.40
C: 1.47 -0.12 -0.49
C: 0.47 0.33 -1.38
H: -0.27 2.04 1.45
H: 0.55 2.53 -0.02
H: -1.19 2.23 -0.05
H: -0.35 -0.35 1.92
H: -0.32 -2.47 -0.15
H: -1.86 -1.69 -0.30
H: -1.44 -2.44 1.21
H: 2.33 0.40 -0.08
H: 1.50 -1.19 -0.29
H: 0.17 -0.08 -2.33

=====

Which one is most stable, and which one is least stable? model P is the most stable of them, while model Q is the least stable.